# 1
A molecular structure, C49H59N2P3PtS, computed with the ωB97M-V functional and the def2-TZVPD basis.

The geometry in XYZ format:
```
115
Properties=species:S:1:pos:R:3:forces:R:3:lowdin_spin:R:1
C -4.345 2.899 2.658 -0.07 0.01 0.03 0.002
C 2.424 0.274 2.325 -0.14 -0.03 -0.29 0.027
C 1.592 2.720 -1.218 0.11 -0.01 -0.05 0.002
N -1.471 2.168 -0.771 -0.26 0.87 -0.36 0.031
H -5.857 -4.321 2.215 -0.02 0.02 -0.02 0.000
C -3.916 -1.554 2.542 -0.03 -0.09 -0.35 0.045
H 6.000 -0.929 -1.852 -0.02 -0.01 -0.06 0.000
C 5.002 -1.221 -1.517 0.09 -0.01 0.18 0.001
C -2.837 1.049 2.285 -0.04 -0.05 -0.25 0.014
C -5.388 -3.464 2.682 0.02 -0.02 0.04 0.000
C 3.349 4.487 0.048 0.09 -0.09 -0.05 0.001
H 1.755 -2.072 0.293 0.01 -0.06 -0.08 0.000
H -3.216 1.050 -4.219 -0.01 0.06 -0.03 0.001
H 5.963 -2.384 0.018 0.04 -0.05 -0.05 0.000
H -1.373 -2.206 2.949 -0.06 0.08 0.09 0.002
Pt -0.969 0.276 -0.471 -0.35 -0.16 -0.37 1.067
H 0.783 -1.576 -2.837 0.00 -0.02 -0.03 0.001
P 1.760 0.576 0.591 0.53 0.40 -0.16 0.123
H -4.347 -2.857 0.901 -0.01 -0.06 0.05 0.001
H 3.341 -0.977 4.810 0.03 -0.01 0.03 0.000
H 0.846 3.516 -1.212 -0.05 -0.08 -0.01 0.000
C -0.738 -2.349 0.898 0.05 -0.04 -0.02 0.010
H -3.192 2.090 -6.459 0.00 0.00 0.02 0.000
H 2.027 2.178 3.254 -0.05 0.03 -0.03 0.000
N -0.582 -1.661 -0.266 0.10 -0.84 0.22 0.045
H 4.407 -1.433 -2.410 0.02 0.04 -0.04 0.000
C -0.599 -3.699 0.634 0.06 -0.08 0.04 0.000
H -3.645 -0.455 4.369 -0.04 0.01 0.01 0.001
H 1.686 1.455 5.466 -0.04 -0.04 0.04 0.000
C 3.313 0.102 4.987 0.00 0.12 -0.04 0.000
C -4.707 -2.776 -4.241 -0.03 -0.05 -0.08 0.001
H -6.424 -3.471 -3.156 0.02 -0.02 -0.02 0.000
H 5.304 0.512 4.239 0.01 0.07 0.01 0.001
C -1.362 0.004 -4.510 0.11 0.44 0.27 0.037
C 3.826 -2.627 0.235 -0.01 0.06 -0.10 0.000
H 2.128 -0.768 2.509 -0.02 0.00 0.04 0.001
H 4.490 0.857 -1.266 -0.01 0.07 0.08 0.000
H 1.163 -0.157 4.986 -0.04 0.04 0.02 0.000
H 2.461 5.004 0.424 0.01 0.01 0.03 0.000
H 0.546 0.181 -7.298 0.00 0.01 0.00 0.000
C -1.979 3.283 2.634 0.02 0.04 -0.04 0.002
H -4.980 0.879 2.347 -0.03 0.05 -0.02 0.000
H 0.535 -0.847 -5.060 0.00 0.00 -0.03 0.001
H 2.366 -2.381 -1.310 0.00 0.01 0.03 0.000
C -0.287 -0.210 -5.365 -0.05 -0.13 0.08 0.017
H 3.543 2.426 -2.108 0.00 -0.04 -0.03 0.000
C -3.490 -2.117 -4.170 0.04 -0.01 0.05 0.009
H -1.132 3.954 2.700 0.00 0.00 -0.02 0.000
C -2.398 0.857 -4.903 0.07 -0.07 0.02 0.017
H -6.282 -3.818 4.597 -0.01 0.01 0.00 0.000
H 2.381 -0.131 -1.544 0.03 -0.01 -0.02 -0.001
C -1.770 1.937 2.377 0.00 -0.14 0.08 0.017
C -0.345 -3.822 -0.758 -0.05 -0.01 0.01 0.000
C -4.972 -2.562 -1.868 0.00 0.00 0.01 -0.001
H -5.552 -2.723 -0.967 -0.01 -0.02 -0.03 0.000
H -0.190 -4.738 -1.308 0.00 0.02 -0.01 0.000
C -4.143 -1.290 3.892 0.00 -0.04 -0.01 0.009
C 4.271 0.788 4.020 -0.04 -0.18 0.03 0.002
H -2.916 -1.965 -5.075 -0.02 0.07 -0.02 0.000
C 3.351 4.493 -1.493 0.01 -0.06 0.01 0.000
H 4.849 0.002 0.229 0.00 0.04 0.00 0.000
C -1.149 -1.560 2.105 -0.09 0.28 -0.40 0.015
C -4.134 1.550 2.432 0.05 0.00 0.03 0.006
H 4.397 1.125 1.909 0.02 -0.05 -0.06 0.000
C 3.345 3.058 0.594 -0.15 0.19 -0.04 0.003
H 4.220 5.024 0.428 -0.05 0.07 0.01 0.000
C 2.007 2.395 0.241 -0.03 -0.24 0.13 0.005
C 5.090 -2.470 -0.633 -0.12 0.05 -0.02 0.000
C -4.999 -2.099 4.621 0.00 0.02 0.03 0.002
C -5.621 -3.185 4.019 -0.03 -0.05 0.00 0.000
C -0.208 -2.016 -2.670 -0.04 0.24 0.04 0.010
H -3.439 4.830 2.899 0.00 -0.01 0.05 0.000
C 2.850 -0.388 -0.584 -0.29 0.06 0.11 0.010
C 3.947 0.391 2.571 0.00 0.11 0.09 0.007
C -2.385 1.436 -6.157 0.00 0.01 -0.05 -0.002
C -1.751 3.035 -1.515 0.14 -0.44 0.69 0.014
C 1.886 0.634 4.773 0.13 0.02 -0.05 0.000
H -1.322 1.631 -8.012 0.01 0.01 0.00 0.001
H -5.078 -3.116 -5.199 0.03 -0.01 0.00 0.000
C 2.768 3.194 -2.067 -0.03 0.10 0.08 0.001
H 1.252 2.845 0.898 -0.01 0.00 -0.02 0.000
H -0.380 -0.833 2.385 0.04 -0.04 0.07 0.002
P -2.684 -0.614 1.540 0.26 0.05 0.56 0.159
H 0.607 1.151 3.141 0.13 0.05 0.01 0.000
H -0.765 1.580 2.212 -0.09 0.03 -0.11 0.007
H 3.477 3.080 1.676 0.06 -0.07 0.00 0.000
C -3.755 -1.901 -1.794 0.02 0.02 -0.09 0.005
C -1.329 1.184 -7.026 -0.01 0.01 0.02 0.015
C -3.269 3.772 2.753 0.02 0.02 0.03 0.008
C 1.676 1.146 3.340 -0.04 -0.18 0.07 0.001
S -2.105 4.255 -2.483 -0.12 0.44 -0.40 0.018
H 2.766 5.341 -1.853 0.02 0.01 -0.02 0.000
H 4.013 -2.246 1.241 0.01 -0.03 0.02 0.000
H 1.109 1.855 -1.684 -0.04 0.06 -0.04 0.003
H 4.185 2.512 0.162 0.05 -0.05 0.07 0.000
H -0.381 -2.796 -3.412 0.01 0.01 -0.03 0.003
C 2.617 -1.907 -0.358 0.03 -0.03 0.14 0.001
H 4.193 1.871 4.150 0.04 0.01 -0.03 0.000
H -5.184 -1.884 5.666 0.03 0.00 0.00 0.000
C -5.459 -2.984 -3.094 -0.02 -0.01 0.05 0.004
C -0.282 0.370 -6.626 0.08 -0.01 -0.06 0.000
H -3.378 -1.558 -0.841 -0.04 0.07 0.05 0.003
H 4.369 4.627 -1.864 -0.01 0.03 -0.01 0.000
H 3.629 0.269 6.018 -0.03 -0.08 0.02 0.000
C -3.015 -1.650 -2.944 -0.07 0.20 0.10 0.019
C 4.349 -0.082 -0.734 -0.02 -0.08 -0.18 0.003
H 4.417 -0.571 2.366 0.02 0.03 -0.06 0.000
H 2.434 3.357 -3.093 0.01 -0.02 -0.01 0.000
H -0.675 -4.510 1.342 -0.01 0.04 0.04 0.000
P -1.473 -0.667 -2.829 0.10 -0.79 0.32 0.182
H 5.238 -3.353 -1.258 0.02 -0.02 0.03 0.000
C -0.351 -2.542 -1.276 -0.07 -0.14 -0.02 0.002
C -4.542 -2.646 1.946 0.05 0.08 -0.06 0.004
H -5.355 3.279 2.745 0.00 -0.03 0.00 0.000
H 3.573 -3.683 0.347 0.02 0.00 0.08 0.000
```
Positions in Å, forces in eV/Å.

Spin multiplicity = 3
HOMO-LUMO gap (alpha / beta) = 6.9842 / 5.4547 eV
Expectation value of S² = 2.015
Net charge = 0
LUMO (alpha / beta) = 0.550 / -1.943 eV

***

# 2
A molecular structure, C49H61AsN5O2SSi2W in a non-equilibrium geometry, computed with the ωB97M-V functional and the def2-TZVPD basis.

The geometry in XYZ format:
```
122
Properties=species:S:1:pos:R:3:forces:R:3:mulliken_charge:R:1
C 4.084 -3.743 0.211 -0.03 -0.23 0.03 -0.933
C -0.424 1.626 4.423 -0.27 -0.30 -0.05 -0.212
C -1.549 -1.769 -1.816 -0.38 -0.17 -0.89 2.597
H -3.384 -4.206 4.456 0.11 -0.08 -0.04 0.524
H -3.118 -1.726 0.420 -0.03 -0.02 0.05 0.273
H -1.854 0.128 6.906 -0.09 0.13 -0.16 0.423
C 0.890 -3.224 -4.395 0.05 -0.02 -0.04 -1.025
C -3.468 -2.452 -0.303 0.03 -0.03 -0.05 0.527
H 2.165 -4.925 -4.132 -0.01 -0.01 0.02 0.469
C 1.227 5.111 1.143 0.07 -0.07 0.03 -0.894
C 1.010 -4.499 -2.367 0.01 -0.02 0.09 -0.885
C 2.226 -0.698 -1.804 -0.13 0.14 -0.14 -0.952
O -1.006 -1.280 -0.594 -0.99 -0.99 -0.38 0.426
C -0.647 4.166 0.008 -0.03 -0.01 0.05 -0.195
H 2.104 -3.678 2.986 0.08 0.02 -0.10 -0.466
H -1.747 -1.559 6.424 -0.03 0.06 0.08 0.400
H -1.145 3.343 -0.479 -0.12 -0.14 0.04 0.612
C 2.681 -3.308 2.141 -0.04 -0.03 -0.20 -0.320
H -3.028 -0.294 -2.297 0.05 -0.03 -0.08 0.752
H -3.103 -2.627 5.185 -0.03 -0.03 -0.02 0.301
H 2.278 1.442 -0.940 -0.06 0.19 -0.04 -1.672
C -5.058 -4.130 -0.952 -0.06 -0.04 0.04 -0.941
H -5.413 2.033 0.083 0.00 0.01 0.03 0.555
C -0.945 -4.702 2.445 -0.06 0.47 0.16 -0.902
O 0.542 1.473 0.956 -0.02 1.07 0.45 0.081
H 1.759 0.175 -2.241 -0.01 -0.20 0.02 0.294
H 0.265 1.596 5.269 -0.02 -0.06 0.02 0.661
C 0.134 -3.470 5.065 -0.11 0.58 -0.41 -0.972
H -3.671 0.251 -0.712 0.02 0.04 0.10 0.134
Si -1.180 -3.335 3.728 -0.31 -1.02 -0.60 0.688
C 0.482 2.129 -1.840 0.04 0.03 -0.04 -0.572
H 4.236 -2.579 -2.241 0.01 -0.04 0.04 0.382
H 0.201 -2.583 5.690 0.02 -0.03 0.10 0.220
H 0.953 -2.991 1.097 -0.21 0.14 -0.05 -0.242
H -2.145 1.301 -4.455 -0.02 0.00 0.02 0.651
H -5.948 -4.709 -0.746 0.01 -0.01 -0.01 0.443
C -2.976 -3.210 4.274 0.45 0.41 -0.13 -0.971
N -2.263 1.096 0.657 0.63 0.07 0.47 0.986
H 5.738 2.691 3.668 0.00 0.00 0.00 0.473
C 2.489 2.894 2.751 0.03 -0.08 0.00 0.163
C -2.022 -0.551 -2.628 0.07 0.02 0.30 -2.249
H -0.463 -1.581 -4.413 0.03 -0.02 0.00 0.459
H 4.130 -0.236 -2.713 0.03 -0.01 -0.01 0.417
H 4.243 -4.402 -0.645 0.03 0.04 -0.01 0.336
C -1.335 -0.569 6.241 0.27 -0.53 -0.54 -1.433
H -0.953 2.580 4.485 -0.05 -0.02 -0.04 0.593
C 1.331 2.631 0.539 0.81 0.81 -0.55 3.329
H 0.883 3.911 -2.942 0.02 -0.01 0.01 0.638
H -1.314 -4.406 1.460 -0.05 -0.03 0.01 0.144
H 0.097 -5.014 2.365 0.04 0.04 -0.02 0.233
C 3.861 2.362 0.865 -0.02 0.04 -0.03 -0.511
C 0.052 -3.678 -1.798 0.02 0.01 -0.02 -0.363
C 0.269 3.024 -2.873 0.01 -0.10 -0.04 -0.370
C 1.664 2.343 -0.936 -0.19 -0.19 0.37 -0.215
H 4.021 0.194 -0.999 0.00 -0.05 -0.05 -0.167
C -4.365 -4.320 -2.138 -0.01 0.00 -0.05 -0.972
H -4.710 -5.053 -2.855 -0.01 0.01 0.00 0.490
H 1.123 -3.658 4.648 -0.12 -0.02 0.03 0.344
C -0.064 -2.393 -3.819 -0.06 0.07 0.05 0.128
H -3.566 -2.738 3.485 -0.07 -0.10 0.01 0.215
H 3.485 -2.675 2.521 -0.03 -0.02 0.11 0.523
C -1.265 5.408 -0.022 -0.03 -0.07 0.00 -1.090
H -0.286 -0.569 6.537 0.01 0.00 -0.02 0.392
H 1.975 -1.542 -2.446 -0.05 -0.10 -0.05 -0.052
C -2.773 -2.636 -1.497 0.16 0.11 0.34 -0.020
C 4.860 2.657 3.038 0.03 -0.03 -0.03 -0.721
H -2.153 -0.874 -3.659 -0.06 0.04 0.00 1.152
N -0.287 1.019 -1.671 0.17 0.23 -0.07 0.801
H 5.065 -3.494 0.623 0.00 0.04 -0.04 0.453
C 2.599 2.617 1.389 -0.12 -0.15 0.14 -0.789
N 1.701 -0.954 -0.448 -0.34 -0.21 0.99 0.398
H -2.226 5.515 -0.508 0.00 0.00 0.02 0.535
C 4.282 -1.907 -1.381 0.12 0.20 -0.12 -1.164
C -0.490 -2.612 -2.515 0.24 0.10 0.19 -0.138
H 5.958 2.204 1.256 0.01 0.01 0.01 0.510
As -0.879 -1.129 2.395 -0.24 -1.36 3.81 0.568
C 0.598 3.985 0.612 -0.19 -0.28 0.19 0.516
H -3.654 1.508 4.548 0.13 0.08 -0.03 0.467
H -2.689 -3.732 -3.341 -0.02 -0.05 0.01 0.515
C -2.290 2.057 1.565 -0.13 0.06 -0.11 0.150
H -1.449 2.298 2.191 0.07 0.08 -0.01 -0.346
H -0.916 3.458 -4.614 0.01 -0.02 -0.02 0.528
H 5.322 -1.851 -1.054 -0.01 -0.05 0.05 0.599
C 3.736 -0.549 -1.748 -0.07 -0.08 0.02 0.023
C 3.604 2.915 3.571 -0.09 0.01 0.00 -1.479
C -3.485 1.013 0.024 -0.02 -0.28 -0.18 -0.533
H 2.263 3.164 -1.321 -0.02 0.04 0.01 1.105
H -1.519 -5.580 2.751 -0.01 0.01 0.06 0.592
H 3.493 3.164 4.618 0.03 -0.03 0.00 0.508
H -3.996 -0.149 5.009 0.10 -0.05 0.01 0.409
C 3.240 -4.418 1.273 0.06 0.10 0.06 -0.479
H 2.417 -4.981 0.826 0.00 -0.02 0.01 0.181
N 3.488 -2.496 -0.299 -0.05 0.07 0.01 0.504
H -0.320 -3.886 -0.799 0.01 -0.02 -0.01 0.470
H 4.016 2.183 -0.191 -0.03 0.05 0.05 0.636
H -3.813 0.245 3.310 -0.08 0.12 -0.02 0.206
H 1.524 3.147 3.168 -0.02 0.02 0.01 0.993
C 0.609 6.354 1.118 0.03 0.06 -0.07 -0.951
C -4.607 -3.197 -0.031 0.04 0.03 0.00 -1.209
C 1.434 -4.274 -3.672 0.01 0.07 -0.08 -0.988
H 1.197 -3.051 -5.418 0.01 -0.02 0.01 0.525
H 1.128 7.211 1.525 -0.01 -0.02 0.04 0.497
C -0.643 6.508 0.546 0.01 0.03 0.01 -0.952
H 2.218 5.038 1.565 -0.01 0.01 0.02 0.518
H -1.120 7.479 0.522 0.01 0.00 0.00 0.469
C -4.404 1.913 0.443 0.03 0.06 0.00 -0.932
C 4.982 2.383 1.686 0.07 0.00 0.02 -1.250
Si -1.576 0.119 4.499 0.17 1.27 0.57 0.728
H 1.401 -5.344 -1.812 0.00 0.02 0.01 0.586
H 3.854 -5.116 1.839 0.02 0.00 -0.02 0.501
C -3.431 0.469 4.308 0.30 -0.49 -0.37 -0.998
H -5.142 -3.042 0.898 -0.03 -0.03 -0.01 0.501
S -3.746 2.904 1.667 0.13 -0.10 -0.09 -0.042
C -1.188 0.718 -2.637 0.01 -0.15 0.07 -0.251
H 0.184 1.601 3.522 0.00 0.11 -0.03 -0.804
W -0.232 -0.067 0.451 0.40 0.88 -3.48 1.077
C -3.226 -3.577 -2.413 0.03 0.08 -0.02 -0.612
H -0.116 -4.317 5.711 -0.18 -0.04 -0.07 0.450
C -1.418 1.578 -3.703 0.06 0.07 -0.04 -0.894
C 2.351 -1.965 0.143 -0.36 0.29 0.33 -0.963
N 1.794 -2.470 1.320 0.44 -0.28 -0.03 0.511
C -0.718 2.765 -3.807 -0.01 -0.07 0.04 -1.364
```
Positions in Å, forces in eV/Å.

ΔE to the lowest compared entry with this formula, charge and spin = 78.92 kJ/mol
HOMO-LUMO gap (alpha / beta) = 6.0673 / 6.2591 eV
Net charge = +3
LUMO (alpha / beta) = -9.594 / -9.402 eV

***

Which of these has the lowest net charge? C49H59N2P3PtS